Record 1
{
  "formula": "C4H9NO2",
  "method": "ωB97M-V/def2-TZVPD",
  "e_homo_ev": -9.170,
  "de_lowest_kcal_mol": 124.6,
  "smiles": "C=C(C)N(O)OC",
  "species": ["C", "C", "C", "N", "O", "O", "C", "H", "H", "H", "H", "H", "H", "H", "H", "H"],
  "positions_angstrom": [[-0.292, 0.611, 1.825], [-0.087, 0.929, 0.556], [-0.943, 1.865, -0.248], [0.821, 0.080, -0.240], [1.901, -0.269, 0.602], [-0.038, -1.058, -0.243], [0.081, -2.039, -1.245], [0.321, -0.152, 2.290], [-1.142, 0.993, 2.379], [-1.152, 2.794, 0.292], [-1.892, 1.355, -0.446], [-0.444, 2.083, -1.195], [2.695, -0.219, 0.055], [-0.303, -1.714, -2.224], [1.081, -2.480, -1.325], [-0.607, -2.778, -0.833]],
  "atomic_forces_ev_per_a": [[0.09, -0.03, 0.04], [-0.16, 0.02, 0.33], [0.15, -0.28, -0.05], [-0.32, 0.10, 0.03], [0.29, -0.14, 0.11], [-0.18, -0.17, 0.22], [-0.05, -0.07, -0.15], [-0.13, 0.09, 0.03], [0.30, 0.35, 0.02], [0.09, -0.22, -0.11], [0.05, 0.20, -0.19], [-0.18, 0.11, 0.06], [-0.31, 0.05, -0.18], [0.29, 0.08, 0.20], [-0.08, 0.20, 0.00], [0.15, -0.30, -0.37]],
  "nbo_charge": [-0.40, 0.14, -0.66, 0.06, -0.59, -0.43, -0.25, 0.22, 0.20, 0.23, 0.23, 0.23, 0.48, 0.17, 0.17, 0.20]
}

---

Record 2
{
  "formula": "C31H30AuCl2FN2O5Si",
  "method": "ωB97M-V/def2-TZVPD",
  "e_homo_ev": [-7.681, -8.378],
  "de_lowest_kcal_mol": 0.0,
  "multiplicity": 3,
  "s_squared": 2.033,
  "species": ["Au", "C", "C", "C", "C", "C", "C", "C", "F", "C", "C", "C", "O", "C", "C", "N", "C", "C", "O", "O", "H", "H", "H", "H", "H", "H", "H", "H", "H", "H", "H", "Cl", "C", "C", "C", "C", "C", "Cl", "C", "N", "C", "C", "C", "C", "C", "C", "C", "C", "O", "O", "H", "H", "H", "H", "H", "H", "H", "H", "H", "H", "C", "Si", "C", "C", "H", "H", "H", "H", "H", "H", "H", "H", "H"],
  "positions_angstrom": [[0.286, 0.056, 0.473], [-1.988, 5.260, -4.325], [-3.172, 4.702, -3.542], [-4.404, 4.445, -4.397], [-4.131, 3.346, -5.413], [-3.609, 2.114, -4.722], [-3.766, 0.865, -5.277], [-3.287, -0.263, -4.618], [-3.469, -1.459, -5.209], [-2.661, -0.189, -3.408], [-2.485, 1.073, -2.822], [-1.785, 1.162, -1.534], [-1.400, 0.091, -1.004], [-1.616, 2.470, -0.997], [-2.146, 3.526, -1.689], [-2.780, 3.450, -2.865], [-2.956, 2.217, -3.476], [-0.922, 2.875, 0.303], [-1.337, 3.885, 0.852], [0.109, 2.210, 0.697], [-2.288, 6.150, -4.880], [-1.600, 4.524, -5.031], [-1.178, 5.533, -3.649], [-3.436, 5.396, -2.744], [-4.691, 5.373, -4.893], [-5.230, 4.150, -3.746], [-3.401, 3.692, -6.150], [-5.036, 3.099, -5.968], [-4.270, 0.744, -6.228], [-2.307, -1.073, -2.895], [-2.058, 4.514, -1.253], [1.418, 1.809, -2.429], [2.572, 0.813, -3.257], [3.634, 1.423, -3.902], [4.558, 0.650, -4.581], [4.435, -0.731, -4.581], [3.389, -1.330, -3.903], [3.358, -3.060, -3.810], [2.404, -0.576, -3.247], [1.355, -1.184, -2.563], [0.510, -2.131, -3.151], [0.239, -2.072, -4.515], [-0.614, -2.984, -5.107], [-1.222, -3.984, -4.347], [-0.944, -4.074, -3.005], [-0.051, -3.178, -2.372], [0.345, -3.409, -1.023], [-1.319, -3.116, 0.220], [-2.079, -3.946, -0.129], [-0.995, -2.222, 0.928], [3.719, 2.500, -3.874], [5.383, 1.120, -5.098], [5.163, -1.356, -5.077], [0.983, -0.678, -1.769], [0.691, -1.284, -5.104], [-0.834, -2.900, -6.164], [-1.906, -4.681, -4.811], [-1.406, -4.841, -2.397], [1.118, -2.774, -0.609], [0.387, -4.442, -0.698], [2.210, -0.867, 3.196], [2.376, -0.086, 1.500], [3.535, -1.122, 0.436], [3.052, 1.650, 1.634], [3.188, -0.951, 3.678], [1.776, -1.866, 3.132], [1.566, -0.262, 3.836], [4.526, -1.135, 0.901], [3.649, -0.696, -0.564], [3.206, -2.157, 0.333], [4.089, 1.641, 1.981], [2.451, 2.241, 2.326], [3.013, 2.154, 0.666]],
  "atomic_forces_ev_per_a": [[0.13, 0.16, -0.02], [-0.01, -0.01, 0.00], [0.01, 0.00, 0.00], [0.00, -0.01, 0.00], [0.01, 0.01, 0.00], [-0.01, 0.01, 0.00], [0.01, -0.01, -0.01], [0.00, -0.01, 0.01], [-0.01, 0.00, 0.01], [0.00, -0.01, 0.00], [0.01, -0.02, 0.03], [0.03, -0.08, -0.12], [-0.07, 0.02, 0.05], [-0.01, 0.04, 0.07], [-0.01, 0.00, 0.04], [-0.01, -0.01, -0.02], [0.02, 0.01, 0.01], [-0.05, 0.00, -0.03], [0.06, 0.02, -0.05], [-0.13, -0.07, 0.03], [0.00, 0.01, 0.01], [-0.01, 0.00, -0.01], [0.00, -0.01, 0.00], [0.00, 0.01, -0.01], [0.01, 0.00, 0.00], [-0.01, 0.00, -0.01], [-0.01, 0.00, -0.01], [-0.01, 0.00, 0.01], [0.00, 0.01, 0.00], [0.02, 0.00, -0.02], [0.00, 0.00, 0.00], [-0.02, -0.02, 0.01], [0.01, 0.00, -0.06], [-0.03, 0.00, 0.02], [0.03, -0.02, -0.03], [0.00, 0.02, 0.00], [0.02, 0.04, 0.04], [-0.01, -0.02, -0.02], [-0.02, -0.01, 0.01], [0.11, -0.12, 0.02], [-0.13, 0.11, -0.01], [-0.05, 0.01, 0.00], [0.02, 0.02, -0.03], [-0.01, 0.00, 0.03], [0.03, -0.01, -0.04], [-0.01, -0.02, 0.06], [0.81, -0.10, -0.55], [-1.18, 0.23, 0.75], [0.28, -0.07, -0.27], [0.40, -0.17, -0.16], [0.00, 0.00, 0.00], [0.00, 0.00, 0.00], [0.00, 0.00, 0.00], [0.01, 0.00, 0.01], [-0.01, 0.00, 0.00], [0.01, 0.00, 0.00], [-0.01, 0.00, 0.01], [0.02, -0.02, -0.01], [-0.07, 0.07, 0.05], [-0.24, 0.03, 0.13], [-0.01, -0.03, -0.02], [0.10, 0.03, 0.08], [0.01, 0.02, 0.02], [0.00, 0.00, -0.01], [0.01, 0.01, -0.01], [0.00, 0.00, 0.00], [0.00, 0.00, 0.00], [0.00, 0.00, 0.01], [-0.02, -0.02, -0.01], [-0.02, 0.01, -0.02], [0.00, -0.02, 0.02], [-0.01, 0.01, -0.01], [0.01, 0.00, 0.00]],
  "mulliken_spin": [0.58, 0.00, 0.00, 0.00, 0.00, 0.00, 0.00, 0.00, 0.00, 0.00, 0.00, -0.02, 0.01, 0.01, 0.00, 0.00, 0.00, 0.02, 0.03, 0.12, 0.00, 0.00, 0.00, 0.00, 0.00, 0.00, 0.00, 0.00, 0.00, -0.01, 0.00, 0.00, 0.00, 0.00, 0.01, 0.00, 0.00, 0.00, -0.01, 0.01, 0.18, -0.07, 0.14, -0.05, 0.13, -0.03, 0.38, 0.01, 0.10, 0.11, 0.00, 0.00, 0.00, 0.02, 0.00, 0.00, 0.00, 0.00, 0.07, 0.00, 0.02, 0.20, 0.06, 0.00, 0.01, 0.00, 0.00, 0.01, -0.01, 0.00, 0.01, 0.00, 0.00]
}

---

Record 3
{
  "formula": "C10H11NOS",
  "method": "ωB97M-V/def2-TZVPD",
  "e_homo_ev": -7.752,
  "de_lowest_kcal_mol": 89.2,
  "species": ["C", "C", "C", "C", "C", "C", "C", "C", "C", "C", "N", "O", "S", "H", "H", "H", "H", "H", "H", "H", "H", "H", "H", "H"],
  "positions_angstrom": [[-3.705, 1.234, 0.117], [-4.439, 0.081, -0.036], [-2.074, -0.217, 0.129], [0.952, -2.329, -0.327], [-0.400, -2.057, -0.046], [1.961, -1.584, -0.666], [-0.760, -0.739, 0.069], [1.939, -0.069, -0.612], [0.660, 0.637, -0.291], [0.660, 1.516, 0.915], [-2.400, 1.048, 0.242], [0.260, 1.322, -1.466], [-3.471, -1.288, -0.029], [-4.011, 2.145, 0.533], [-5.536, -0.130, -0.078], [0.992, -3.485, -0.401], [-0.950, -2.863, 0.159], [2.896, -2.060, -0.772], [2.703, 0.174, 0.069], [2.241, 0.257, -1.581], [1.557, 2.094, 0.827], [0.870, 0.943, 1.819], [-0.286, 2.150, 0.776], [-0.605, 1.716, -1.222]],
  "atomic_forces_ev_per_a": [[-1.46, -1.27, 0.92], [-2.18, 0.25, 0.08], [-0.65, -0.33, 0.27], [-0.40, -5.06, -0.66], [0.98, 6.52, 0.32], [0.00, 1.76, 0.74], [3.26, 0.23, -1.21], [-0.50, -1.71, -0.56], [-2.89, -2.52, -0.40], [-0.84, 0.43, -0.82], [2.10, -1.00, -0.57], [-0.70, -0.17, 1.24], [1.16, 0.43, -0.35], [-1.19, 1.38, -0.42], [1.14, 0.83, 0.09], [1.03, 1.82, 0.16], [-2.74, -2.75, 0.60], [1.03, -0.26, -0.53], [1.05, 0.74, 1.01], [0.39, 0.55, -0.77], [0.45, 1.06, -0.22], [-0.98, 0.04, 0.16], [1.46, -0.86, 1.32], [0.48, -0.12, -0.41]],
  "nbo_charge": [-0.06, -0.47, -0.01, -0.23, -0.23, -0.14, -0.03, -0.51, 0.40, -0.68, -0.46, -0.72, 0.43, 0.21, 0.25, 0.19, 0.20, 0.21, 0.22, 0.25, 0.21, 0.23, 0.25, 0.49]
}

---

Record 4
{
  "formula": "C6H8OS",
  "method": "ωB97M-V/def2-TZVPD",
  "e_homo_ev": -8.151,
  "de_lowest_kcal_mol": 122.1,
  "smiles": "C[C@]12COC=C[C@@H]1S2",
  "species": ["C", "C", "C", "O", "C", "C", "C", "S", "H", "H", "H", "H", "H", "H", "H", "H"],
  "positions_angstrom": [[-1.361, -0.128, -1.049], [0.058, 0.371, -0.692], [1.063, -0.752, -1.005], [1.017, -1.848, 0.064], [0.163, -1.722, 1.007], [-0.483, -0.588, 1.302], [0.184, 0.655, 0.779], [-0.242, 2.040, -0.078], [-2.016, 0.045, -0.287], [-1.953, 0.436, -1.821], [-1.170, -1.225, -1.264], [1.961, -0.406, -0.732], [0.839, -1.146, -2.003], [0.263, -2.747, 1.553], [-1.177, -0.472, 1.987], [1.246, 0.638, 1.252]],
  "atomic_forces_ev_per_a": [[1.49, -1.07, -2.73], [-1.12, -0.77, -0.84], [-2.50, 0.48, 0.16], [1.87, 1.09, -4.39], [-1.61, -1.86, 3.32], [2.76, 0.25, -0.35], [1.72, -3.51, 2.04], [0.44, 2.03, -1.26], [-1.51, -0.24, 2.53], [1.44, -0.64, -0.30], [-1.37, 1.13, 0.00], [3.88, 1.25, -0.52], [0.71, -0.34, 0.54], [-1.45, 2.00, -0.43], [-3.21, -0.22, 3.52], [-1.54, 0.43, -1.28]],
  "nbo_charge": [-0.63, -0.17, -0.08, -0.50, 0.17, -0.35, -0.44, 0.31, 0.22, 0.23, 0.20, 0.20, 0.21, 0.20, 0.21, 0.22]
}

---

Record 5
{
  "formula": "C14H43FN17O8",
  "method": "ωB97M-V/def2-TZVPD",
  "charge": 1,
  "e_homo_ev": -11.635,
  "species": ["F", "C", "C", "C", "C", "C", "C", "N", "H", "H", "H", "H", "H", "H", "H", "H", "H", "H", "H", "C", "O", "N", "N", "H", "H", "H", "H", "C", "O", "N", "N", "H", "H", "H", "H", "C", "O", "N", "N", "H", "H", "H", "H", "C", "O", "N", "N", "H", "H", "H", "H", "C", "O", "N", "N", "H", "H", "H", "H", "C", "O", "N", "N", "H", "H", "H", "H", "C", "O", "N", "N", "H", "H", "H", "H", "C", "O", "N", "N", "H", "H", "H", "H"],
  "positions_angstrom": [[-3.148, 3.963, -0.689], [-2.144, 3.011, -0.813], [-0.974, 3.461, -0.009], [-0.041, 2.352, 0.449], [0.410, 1.304, -0.560], [-0.450, 0.081, -0.165], [-1.033, 0.409, 1.075], [-0.763, 1.587, 1.455], [-2.562, 2.071, -0.482], [-1.907, 2.955, -1.862], [-0.404, 4.194, -0.548], [-1.347, 3.908, 0.893], [0.815, 2.901, 0.792], [0.368, 1.608, -1.581], [1.433, 1.093, -0.332], [-1.050, -0.413, -0.907], [0.247, -0.707, 0.114], [-1.625, -0.259, 1.659], [-1.047, 2.048, 2.312], [2.661, 3.668, -2.356], [1.698, 3.067, -2.813], [2.504, 4.908, -1.800], [3.925, 3.164, -2.380], [3.252, 5.456, -1.417], [1.571, 5.287, -1.796], [4.054, 2.260, -2.797], [4.723, 3.651, -2.018], [-0.811, 6.445, 2.540], [-1.170, 5.593, 3.344], [0.192, 7.332, 2.807], [-1.378, 6.544, 1.305], [0.501, 8.026, 2.153], [0.627, 7.277, 3.708], [-2.112, 5.890, 1.106], [-1.089, 7.189, 0.592], [1.259, -3.724, 0.551], [0.871, -2.563, 0.375], [0.965, -4.716, -0.332], [1.991, -4.101, 1.618], [1.258, -5.666, -0.194], [0.425, -4.478, -1.141], [2.219, -3.403, 2.299], [2.310, -5.052, 1.742], [1.911, -8.088, 2.455], [1.929, -6.865, 2.336], [1.017, -8.866, 1.796], [2.797, -8.737, 3.265], [0.989, -9.864, 1.881], [0.347, -8.418, 1.193], [3.466, -8.178, 3.761], [2.808, -9.731, 3.386], [-2.153, -9.852, -0.280], [-1.353, -8.990, 0.053], [-3.375, -9.974, 0.316], [-1.882, -10.751, -1.270], [-4.048, -10.671, 0.061], [-3.597, -9.325, 1.047], [-0.992, -10.679, -1.726], [-2.522, -11.465, -1.561], [-0.550, 6.984, -3.079], [-0.126, 7.106, -1.929], [-1.727, 7.542, -3.479], [0.125, 6.282, -4.025], [-2.089, 7.457, -4.410], [-2.246, 8.074, -2.805], [0.997, 5.865, -3.756], [-0.199, 6.161, -4.966], [-3.281, -1.073, -3.291], [-2.854, -1.464, -4.354], [-3.582, 0.249, -3.058], [-3.493, -1.916, -2.226], [-3.935, 0.585, -2.183], [-3.447, 0.892, -3.816], [-3.287, -2.888, -2.365], [-3.863, -1.618, -1.344], [3.317, 1.861, 3.831], [4.348, 1.949, 4.455], [3.017, 2.710, 2.789], [2.367, 0.908, 4.108], [2.173, 2.666, 2.254], [3.697, 3.413, 2.568], [2.560, 0.278, 4.864], [1.509, 0.813, 3.603]],
  "atomic_forces_ev_per_a": [[-0.25, 0.16, 0.06], [-0.33, 0.36, -0.34], [0.17, -0.51, 0.03], [-0.07, 1.35, -1.44], [-0.79, -0.37, 0.87], [1.83, -0.32, -1.33], [-1.08, -0.38, 0.57], [0.72, 0.89, 0.94], [-0.14, -0.42, 0.15], [0.13, -0.23, -0.46], [0.24, 0.47, -0.23], [-0.19, 0.53, 0.47], [0.39, -0.13, 0.93], [-0.23, 0.29, -0.61], [0.69, -0.33, -0.11], [-0.63, -0.05, -0.28], [0.22, -0.85, 0.00], [-0.36, -0.28, 0.48], [-0.20, -0.24, 0.17], [-0.01, 0.30, -0.04], [-0.09, -0.19, 0.01], [0.03, -0.11, 0.06], [-0.08, -0.04, 0.09], [0.01, 0.00, -0.05], [-0.02, 0.22, 0.16], [0.00, 0.01, -0.03], [-0.01, 0.03, -0.02], [0.09, -0.03, -0.09], [0.08, -0.14, -0.06], [-0.01, -0.10, 0.01], [-0.01, 0.04, 0.01], [-0.06, 0.02, 0.01], [-0.02, 0.02, 0.03], [-0.13, 0.14, -0.09], [0.06, -0.02, -0.09], [0.06, -0.22, 0.03], [-0.13, 0.18, 0.06], [-0.02, 0.09, -0.09], [0.17, 0.13, -0.09], [-0.02, -0.01, 0.11], [0.02, 0.00, -0.01], [0.03, 0.01, -0.03], [-0.23, -0.04, 0.22], [0.04, -0.27, 0.03], [0.07, 0.09, -0.15], [0.14, 0.25, 0.02], [-0.04, 0.06, -0.04], [-0.01, 0.00, 0.01], [-0.15, -0.18, -0.01], [0.00, 0.01, 0.00], [-0.02, 0.00, -0.01], [-0.15, -0.13, -0.07], [0.12, 0.10, 0.04], [0.07, 0.01, -0.03], [0.00, 0.04, 0.07], [0.01, -0.01, -0.02], [0.01, 0.01, 0.01], [0.00, 0.01, -0.01], [-0.02, 0.01, 0.01], [-0.09, 0.12, 0.08], [-0.01, -0.24, -0.01], [0.04, -0.05, 0.08], [-0.01, -0.01, 0.01], [0.03, 0.01, -0.01], [0.03, 0.01, 0.01], [0.07, -0.07, -0.11], [-0.01, 0.01, 0.01], [-0.15, 0.09, 0.15], [0.09, -0.06, -0.12], [0.18, -0.09, 0.16], [0.18, 0.13, 0.03], [-0.14, 0.01, -0.05], [-0.04, -0.02, -0.04], [-0.03, -0.02, -0.03], [-0.12, -0.01, -0.04], [-0.20, -0.02, -0.13], [0.16, 0.02, 0.09], [0.04, -0.12, 0.05], [0.06, 0.08, -0.06], [-0.01, -0.02, 0.08], [0.01, 0.02, 0.03], [0.01, 0.01, 0.02], [0.00, 0.00, -0.02]],
  "mulliken_charge": [-0.40, -0.12, -0.72, 0.34, -1.13, -0.14, -0.38, 0.16, 0.12, 0.38, 0.15, 0.15, 0.25, 0.46, 0.45, 0.25, 0.24, 0.55, 0.25, 0.80, -0.67, -0.31, -0.44, 0.15, 0.07, 0.24, 0.16, 0.68, -0.67, -0.40, -0.34, 0.17, 0.22, 0.23, 0.17, 0.52, -0.66, -0.33, -0.26, 0.18, 0.19, 0.17, 0.23, 0.65, -0.72, -0.26, -0.40, 0.14, 0.21, 0.22, 0.16, 0.62, -0.70, -0.39, -0.38, 0.17, 0.22, 0.22, 0.17, 0.70, -0.64, -0.42, -0.29, 0.16, 0.22, 0.13, 0.18, 0.66, -0.62, -0.35, -0.38, 0.16, 0.19, 0.20, 0.17, 0.48, -0.62, -0.32, -0.29, 0.33, 0.16, 0.20, 0.14]
}

---

Record 6
{
  "formula": "CH8N2O",
  "method": "ωB97M-V/def2-TZVPD",
  "e_homo_ev": -9.815,
  "de_lowest_kcal_mol": 52.1,
  "smiles": "CN.NO",
  "species": ["C", "N", "H", "H", "H", "H", "H", "N", "O", "H", "H", "H"],
  "positions_angstrom": [[1.485, 0.097, 0.135], [2.927, -0.068, -0.020], [0.958, -0.872, 0.127], [1.291, 0.510, 1.137], [0.990, 0.758, -0.612], [3.144, -0.392, -0.956], [3.375, 0.841, 0.066], [-1.941, -0.707, -0.049], [-2.607, 0.523, -0.077], [-1.023, -0.528, -0.501], [-1.715, -0.887, 0.929], [-1.975, 1.229, 0.093]],
  "atomic_forces_ev_per_a": [[-0.54, 0.07, 0.33], [-0.12, 0.20, -0.25], [0.48, 0.22, -0.14], [0.02, 0.00, -0.32], [0.27, -0.25, 0.28], [0.00, -0.07, 0.07], [-0.02, -0.19, 0.05], [1.56, -0.24, -0.19], [-0.85, 0.84, -0.18], [-0.82, -0.51, 0.23], [-0.05, -0.11, -0.02], [0.06, 0.03, 0.15]],
  "nbo_charge": [-0.42, -0.82, 0.19, 0.19, 0.16, 0.35, 0.35, -0.50, -0.58, 0.32, 0.32, 0.44]
}

---

| no. | electronic energy (Ha) |
| --- | --- |
| 1 | -362.88690 |
| 2 | -3130.48480 |
| 3 | -915.70870 |
| 4 | -706.65157 |
| 5 | -2192.00506 |
| 6 | -227.55795 |